125
Properties=species:S:1:pos:R:3:forces:R:3:lowdin_charge:R:1 method="wB97M-V/def2-TZVPD" e_homo_ha=-0.3221 multiplicity=1 total_charge=0 de_lowest_ev=7.3988 total_energy_ev=-897968.414
C 5.1789 2.5816 -2.0460 -1.3686 -3.6211 0.6236 -0.173
C 4.8917 1.1365 -1.6793 -0.0727 4.4911 -1.9085 -0.297
C 5.5523 -0.0744 -2.5652 0.8969 1.3068 0.6821 -0.358
P 4.3687 -1.5104 -2.9912 0.5145 -0.5183 0.5521 0.754
N 4.2831 -2.0039 -1.2738 -0.0948 0.3746 0.3078 -0.221
C 2.4623 -1.4402 -3.0646 -1.7482 -0.6333 0.1327 -0.286
C 1.8137 -0.0363 -2.5210 1.9622 -0.0053 0.7490 -0.209
N 0.3063 -0.0313 -2.3931 -0.3283 2.3006 -1.5376 -0.114
C -0.3858 -0.7395 -3.5365 -0.8275 -1.3358 -0.3517 -0.259
C -2.0248 -0.4222 -3.6046 0.3244 0.3518 0.4298 -0.084
C -0.0659 1.4644 -2.4675 -1.4660 3.0755 4.7108 -0.282
C -0.0131 2.3187 -3.8838 0.6650 -0.4884 0.2139 -0.039
O -0.4059 2.1265 -1.3470 2.2490 -4.2257 -7.0188 -0.082
C 4.5171 -1.1727 -4.8825 -1.2615 0.6959 -2.3475 -0.435
C 3.8444 0.2533 -5.3509 -0.0841 0.5748 -0.8170 -0.106
F 5.9078 -1.2667 -5.3991 -2.2870 0.2280 1.1329 -0.149
H 4.7328 3.4981 -1.4355 0.9977 -2.3752 -1.2161 0.073
H 5.9092 2.8620 -2.9284 -1.6812 -0.7933 1.8891 0.071
H 4.1526 0.9906 -0.7762 1.7933 0.0390 -1.9459 0.107
H 6.4249 -0.5417 -1.8982 -2.2821 0.6111 -1.7220 0.035
H 6.0881 0.4231 -3.4836 -1.1706 -0.9958 1.6484 0.099
H 4.9840 -2.8157 -3.2593 -0.3063 0.8910 0.1795 0.073
H 5.2284 -2.1972 -0.8763 -1.5629 0.4323 -0.3656 -0.090
H 3.7272 -1.3403 -0.6885 0.9356 -0.8703 -0.3683 0.029
H 2.0413 -2.3049 -2.3588 1.1234 1.8684 -1.4989 0.105
H 2.1439 -1.7441 -4.1552 0.4753 1.0611 2.1206 0.022
H 2.2378 0.1178 -1.4155 -1.0112 -0.2656 -2.3882 0.119
H 2.2522 0.8679 -3.1444 -1.0326 -1.7436 1.0070 0.110
H 0.1594 -0.5204 -4.5560 -1.3307 -0.3832 1.9492 0.041
H -0.3129 -1.9024 -3.3248 0.1241 2.4319 -0.4255 0.084
H -2.6432 -1.4015 -3.8685 1.4970 2.1992 0.2672 0.078
H -2.4470 -0.0528 -2.5516 1.1729 -0.7808 -2.2204 0.099
H -2.1882 0.4452 -4.3813 0.0329 -1.8653 1.4652 0.051
H 0.2471 1.6569 -4.8255 -0.6667 1.1583 1.9779 0.068
H 0.8864 3.0977 -3.7917 -2.2251 -1.5049 -0.0308 0.083
H -1.0534 2.8333 -4.0359 2.1664 -0.8409 0.3866 0.083
H 3.9002 -2.0250 -5.4270 1.4681 1.4999 0.8485 0.114
H 4.3330 0.6778 -6.3534 -0.8716 -1.1227 2.2079 0.101
H 3.9342 1.1136 -4.5456 -0.0709 -1.8390 -1.5118 0.062
H 2.6886 0.1224 -5.6136 2.4574 0.1297 0.7203 0.066
C -1.0432 2.2915 2.2979 -0.1264 -0.1642 -0.2020 -1.989
Cl -1.9769 2.5008 3.8008 -0.0173 -0.5683 -0.7177 0.432
Cl 0.6597 1.9540 2.6989 -0.3423 0.0605 -0.0877 0.506
Cl -1.7151 0.9296 1.3660 0.1813 0.3403 0.3032 0.528
Cl -1.1403 3.7815 1.3259 0.0266 -0.3243 0.3159 0.523
C -4.9432 3.8249 5.9979 0.0412 -0.2236 -0.2524 -1.968
Cl -3.2709 3.4142 6.4555 -0.8495 -0.0891 0.0060 0.466
Cl -5.8981 2.3296 5.8336 0.8060 0.5173 -0.4375 0.486
Cl -5.6671 4.8567 7.2571 0.1453 -0.1973 -0.2064 0.508
Cl -4.9365 4.6988 4.4453 0.0157 -0.1865 0.4234 0.526
C -9.0981 0.7198 7.9029 0.0340 -0.0028 0.0084 -1.966
Cl -9.2494 0.0040 6.2784 0.9361 0.5090 0.6566 0.477
Cl -10.7134 1.1663 8.5079 0.0303 -0.4302 -0.8231 0.481
Cl -8.3568 -0.4654 9.0075 -0.1799 0.2717 -0.2706 0.527
Cl -8.0729 2.1745 7.8178 -0.8025 -0.4437 0.5310 0.463
C -0.4134 -4.9409 -4.3851 -0.1147 -0.3017 0.0409 -1.977
Cl 1.1542 -4.1190 -4.5890 -0.3600 -0.3081 -0.0695 0.540
Cl -0.2469 -6.6573 -4.8334 -0.2645 0.4738 0.0180 0.490
Cl -0.9314 -4.8187 -2.6847 0.0029 0.1367 -0.4660 0.527
Cl -1.6297 -4.1686 -5.4334 0.1878 -0.0148 0.4024 0.494
C 1.9865 -8.0409 -1.3101 0.0691 0.1305 -0.0166 -1.979
Cl 1.8226 -6.6867 -2.4563 0.4665 -0.4664 0.6103 0.475
Cl 3.7111 -8.4378 -1.1027 -0.5952 0.1032 -0.0736 0.481
Cl 1.2908 -7.5754 0.2627 0.1581 -0.1139 -0.3748 0.521
Cl 1.1217 -9.4637 -1.9443 0.2078 0.3199 0.1400 0.517
C -0.7134 -0.1025 -8.0486 0.0225 0.0165 -0.1305 -1.977
Cl -0.8647 -0.8183 -9.6731 0.0340 0.1751 0.4363 0.532
Cl -2.3288 0.3440 -7.4436 0.4098 -0.3204 -0.0999 0.508
Cl 0.0279 -1.2877 -6.9440 -0.1603 0.1753 -0.4618 0.529
Cl 0.3118 1.3522 -8.1337 -0.2100 -0.4057 0.0611 0.502
C 0.1865 5.4047 6.2443 0.0513 0.0413 -0.1483 -1.978
Cl 1.0178 6.9753 6.1152 -0.1481 -0.3192 0.0724 0.518
Cl 1.2979 4.2003 6.9435 -0.3563 0.2565 -0.2616 0.498
Cl -1.2430 5.5738 7.2941 0.6950 0.2639 -0.1084 0.490
Cl -0.3264 4.8694 4.6242 0.3863 0.6221 0.7147 0.483
C 7.0865 -3.7953 1.3842 -0.0342 -0.2411 0.0665 -1.981
Cl 6.1528 -3.5860 2.8872 0.2404 -0.0168 -0.4128 0.524
Cl 8.7895 -4.1328 1.7853 -0.4266 0.1319 -0.1182 0.522
Cl 6.4146 -5.1572 0.4524 0.1442 0.3674 0.2167 0.518
Cl 6.9894 -2.3053 0.4123 0.4455 -0.3528 0.5087 0.540
C -12.1134 -2.0516 4.4218 -0.1771 0.0767 0.1076 -1.998
Cl -10.4897 -2.5907 3.9245 -0.3316 0.1319 0.1190 0.508
Cl -12.9391 -1.2968 3.0350 0.2129 -0.1891 0.3173 0.514
Cl -13.0583 -3.4534 4.9846 0.2407 0.3089 -0.1521 0.513
Cl -11.9666 -0.8653 5.7430 -0.8763 -0.6417 -0.6128 0.464
C 5.3417 -11.8435 -0.1466 -0.0822 -0.0527 0.0032 -2.009
Cl 6.1729 -10.2728 -0.2757 0.0390 -0.4506 0.0887 0.482
Cl 6.4531 -13.0478 0.5526 -0.2696 0.3186 -0.1778 0.515
Cl 3.9121 -11.6744 0.9032 0.3548 -0.0285 -0.2664 0.507
Cl 4.8288 -12.3788 -1.7667 0.1214 0.1617 0.3992 0.511
C -10.5583 2.2232 12.4867 0.0443 0.0335 -0.1086 -1.987
Cl -9.5703 2.3426 11.0089 -0.0329 0.2109 1.0062 0.457
Cl -9.5287 2.5032 13.9136 -0.2323 -0.0779 -0.2458 0.514
Cl -11.8511 3.4483 12.4374 -0.1685 -0.7807 0.0534 0.484
Cl -11.2831 0.5987 12.5869 0.1852 0.3707 -0.0383 0.523
C 2.9417 5.9653 -4.8501 -0.0334 0.1537 0.0857 -1.988
Cl 2.7904 5.2494 -6.4747 0.4031 0.1699 0.3827 0.488
Cl 1.3264 6.4117 -4.2451 0.4796 -0.0804 -0.0569 0.510
Cl 3.6830 4.7801 -3.7455 -0.2488 0.2396 -0.3275 0.534
Cl 3.9669 7.4200 -4.9353 -0.2614 -0.3930 0.0013 0.528
C 4.4417 3.7453 9.7448 -0.0081 0.0636 0.0245 -2.015
Cl 5.4297 3.8647 8.2670 -0.2548 -0.0311 0.3474 0.508
Cl 5.4713 4.0253 11.1718 -0.2397 -0.0800 -0.3435 0.510
Cl 3.1489 4.9704 9.6956 0.4109 -0.2966 0.1174 0.489
Cl 3.7169 2.1208 9.8451 0.1571 0.3862 -0.0393 0.507
C -1.8583 4.9310 -7.0980 -0.0492 -0.0621 -0.0788 -1.981
Cl -2.7921 5.1403 -5.5951 0.2329 -0.0608 -0.3156 0.522
Cl -0.1554 4.5935 -6.6970 -0.7903 0.0857 -0.2390 0.449
Cl -2.5302 3.5692 -8.0299 0.1147 0.5205 0.2287 0.490
Cl -1.9555 6.4211 -8.0700 0.0485 -0.3590 0.2602 0.527
C 8.9417 1.3583 -0.4434 0.2744 -0.1728 -0.0311 -1.949
Cl 8.9498 0.4087 1.0641 0.0909 0.2927 -0.2616 0.496
Cl 10.0390 0.6032 -1.6268 -0.1194 0.1075 0.2181 0.515
Cl 7.2895 1.4019 -1.1090 2.4500 0.9696 1.6373 0.665
Cl 9.4885 3.0193 -0.1021 -0.0957 -0.3355 -0.0688 0.517
C -0.0583 -6.7678 -9.2478 -0.0197 0.0274 -0.0178 -2.002
Cl 1.6140 -7.1784 -8.7902 -0.4069 0.1073 -0.0854 0.514
Cl -1.0133 -8.2630 -9.4120 0.2279 0.3554 0.0454 0.514
Cl -0.7823 -5.7359 -7.9886 0.2285 -0.2790 -0.6203 0.465
Cl -0.0516 -5.8938 -10.8004 0.0068 -0.2086 0.3517 0.511
C -9.6583 6.4697 10.7897 0.0506 -0.0122 0.1242 -1.987
Cl -9.6502 5.5201 12.2972 0.4786 0.8380 -0.4373 0.476
Cl -8.5610 5.7146 9.6063 -0.2598 0.1460 0.2415 0.491
Cl -11.3105 6.5133 10.1241 0.3853 -0.0353 0.1476 0.516
Cl -9.1115 8.1307 11.1311 -0.1352 -0.3828 -0.1037 0.520